# 1
{
  "formula": "C27H41F4N14O",
  "method": "ωB97M-V with the def2-TZVPD basis set",
  "homo_energy_ev": -13.26,
  "gap_ev": 9.07,
  "charge": 1,
  "symbols": ["F", "C", "C", "N", "N", "N", "C", "C", "C", "O", "C", "C", "F", "F", "F", "N", "H", "H", "H", "H", "H", "H", "H", "H", "H", "H", "H", "C", "C", "N", "H", "H", "H", "C", "C", "N", "H", "H", "H", "C", "C", "N", "H", "H", "H", "C", "C", "N", "H", "H", "H", "C", "C", "N", "H", "H", "H", "C", "C", "N", "H", "H", "H", "C", "C", "N", "H", "H", "H", "C", "C", "N", "H", "H", "H", "C", "C", "N", "H", "H", "H", "C", "C", "N", "H", "H", "H"],
  "xyz": [[2.3575, -5.1295, 0.3624], [1.9476, -3.6911, 0.2823], [1.4690, -3.1519, 1.7903], [0.3680, -2.1005, 1.7127], [-0.1965, -1.5437, 2.8823], [-1.2321, -0.6008, 2.6961], [-1.2842, -0.6024, 1.1840], [-2.1934, 0.2246, 0.1001], [-3.8027, 0.2473, 0.4093], [-4.3339, -0.9602, 1.0596], [-4.1418, -2.1682, 0.2266], [-5.3567, -3.2754, 0.3518], [-4.6948, -4.6166, 0.5602], [-6.1184, -2.9762, 1.5862], [-6.2576, -3.2969, -0.8318], [-0.2666, -1.5623, 0.6008], [1.0657, -3.6289, -0.4865], [2.8755, -3.0282, -0.0662], [2.4458, -2.7039, 2.2850], [1.1124, -4.0679, 2.4278], [-1.9954, -0.2401, -0.9597], [-1.8309, 1.3608, 0.1053], [-4.3461, 0.5203, -0.6164], [-4.0450, 1.1642, 1.1284], [-3.1719, -2.7067, 0.6698], [-3.8739, -1.8918, -0.9037], [-0.0929, -1.7771, -0.4174], [-3.9574, 3.9275, -1.6076], [-3.3476, 2.6154, -1.8810], [-2.8658, 1.5787, -2.0970], [-3.5108, 4.4061, -0.7296], [-3.8315, 4.6156, -2.4502], [-5.0325, 3.8422, -1.4175], [5.1129, -0.9212, -1.2191], [3.6768, -0.6696, -1.0134], [2.5421, -0.4708, -0.8509], [5.7156, -0.0361, -0.9896], [5.4765, -1.7342, -0.5818], [5.3303, -1.2007, -2.2554], [3.0933, -6.9867, -2.6788], [4.1586, -5.9718, -2.7370], [5.0002, -5.1699, -2.7830], [3.4782, -7.9897, -2.8913], [2.6232, -7.0234, -1.6904], [2.3008, -6.7835, -3.4066], [-3.0401, -0.1835, -5.0123], [-2.4831, -0.2771, -6.3721], [-2.0430, -0.3510, -7.4466], [-3.0681, 0.8520, -4.6569], [-4.0643, -0.5687, -4.9673], [-2.4470, -0.7567, -4.2919], [2.1129, 3.1622, -0.4429], [0.6768, 3.4138, -0.2372], [-0.4579, 3.6127, -0.0747], [2.7156, 4.0473, -0.2134], [2.4765, 2.3492, 0.1944], [2.3303, 2.8827, -1.4792], [6.1570, -4.5497, 0.6653], [5.1967, -3.7958, 1.4885], [4.4380, -3.2002, 2.1389], [7.1923, -4.3023, 0.9228], [6.0408, -5.6308, 0.7961], [6.0295, -4.3374, -0.4014], [-8.3067, 3.7505, -2.4744], [-7.2414, 4.7654, -2.5327], [-6.3998, 5.5673, -2.5787], [-7.9218, 2.7474, -2.6870], [-8.7768, 3.7138, -1.4861], [-9.0992, 3.9537, -3.2023], [2.0198, 5.6756, 3.1537], [3.1824, 4.8811, 2.7232], [4.1010, 4.2534, 2.3831], [1.0844, 5.2769, 2.7471], [1.9194, 5.6876, 4.2442], [2.0975, 6.7172, 2.8247], [8.2225, 4.5203, 1.9035], [7.8509, 3.4795, 0.9304], [7.5574, 2.6572, 0.1616], [8.0105, 4.2074, 2.9313], [9.2899, 4.7597, 1.8520], [7.6734, 5.4516, 1.7292], [-4.0812, -0.1293, 5.1645], [-3.5260, 1.1516, 5.6329], [-3.0873, 2.1636, 6.0029], [-4.0736, -0.8867, 5.9555], [-5.1181, -0.0222, 4.8291], [-3.5092, -0.5345, 4.3232]]
}

***

# 2
{
  "formula": "C27H41IrN5Sb2",
  "method": "ωB97M-V with the def2-TZVPD basis set",
  "homo_energy_ev": [-15.51, -16.71],
  "gap_ev": [6.17, 6.38],
  "charge": 3,
  "spin_multiplicity": 5,
  "symbols": ["Ir", "N", "C", "C", "C", "C", "N", "H", "H", "H", "H", "H", "H", "H", "H", "H", "H", "H", "H", "C", "C", "C", "C", "C", "C", "N", "N", "C", "C", "C", "C", "C", "N", "H", "H", "H", "H", "H", "H", "H", "H", "H", "C", "Sb", "C", "C", "C", "C", "C", "C", "C", "C", "C", "Sb", "C", "C", "H", "H", "H", "H", "H", "H", "H", "H", "H", "H", "H", "H", "H", "H", "H", "H", "H", "H", "H", "H"],
  "xyz": [[0.4242, 0.4840, 0.7563], [-1.4362, 1.5966, 0.8955], [-1.4612, 3.0806, 0.6553], [-0.8705, 3.4981, -0.6750], [-1.6329, 2.9473, -1.8796], [-0.8655, 3.0194, -3.1890], [0.3028, 2.1060, -3.1553], [-2.1555, 1.1508, 0.3302], [-1.7317, 1.4748, 1.8651], [-0.9209, 3.5391, 1.4833], [-2.5003, 3.4097, 0.7188], [0.1950, 3.2359, -0.7004], [-0.9062, 4.5900, -0.6936], [-2.5671, 3.4968, -2.0062], [-1.9170, 1.9000, -1.7100], [-0.5319, 4.0379, -3.3991], [-1.5158, 2.7179, -4.0079], [0.8966, 2.3674, -2.3722], [0.8712, 2.2394, -3.9890], [-1.1403, 1.9849, 6.0417], [-0.0403, 2.8051, 5.8108], [0.7545, 2.6151, 4.6950], [0.4289, 1.5920, 3.8047], [-0.6717, 0.7671, 4.0313], [-1.4570, 0.9626, 5.1539], [1.2010, 1.3382, 2.6386], [2.3124, 1.8957, 2.5811], [3.0333, 1.6561, 1.3967], [4.3501, 2.0706, 1.3517], [5.0881, 1.8138, 0.2052], [4.4791, 1.1530, -0.8544], [3.1529, 0.7846, -0.7420], [2.4285, 1.0343, 0.3615], [-1.7518, 2.1422, 6.9201], [0.1977, 3.5967, 6.5080], [1.6095, 3.2494, 4.5092], [-0.8795, -0.0469, 3.3487], [-2.3056, 0.3201, 5.3468], [4.7702, 2.5732, 2.2118], [6.1234, 2.1215, 0.1406], [5.0236, 0.9256, -1.7602], [2.6385, 0.2635, -1.5398], [1.6434, -0.4706, -4.2453], [-0.0084, -0.2946, -2.8964], [-1.5742, -0.1727, -4.3306], [-0.0661, -2.7761, -2.8985], [-1.1676, -3.3307, -2.1987], [-2.3913, -3.4837, -2.9049], [-3.4912, -4.0647, -2.3271], [-3.4026, -4.5206, -1.0109], [-2.2163, -4.3808, -0.2945], [-1.0971, -3.7794, -0.8453], [0.1524, -3.7115, -0.0271], [0.2770, -2.1020, 1.3993], [-1.2611, -2.7194, 2.7274], [2.0371, -2.6691, 2.4309], [1.2794, -0.6791, -5.2507], [2.2876, -1.2916, -3.9325], [2.2391, 0.4413, -4.2762], [-1.4830, -1.0138, -5.0166], [-1.4814, 0.7436, -4.9099], [-2.5487, -0.2056, -3.8475], [0.9425, -2.9270, -2.5303], [-0.1440, -2.8003, -3.9841], [-2.4330, -3.1614, -3.9384], [-4.4039, -4.1971, -2.8910], [-4.2511, -5.0078, -0.5490], [-2.1630, -4.7856, 0.7093], [1.0764, -3.7360, -0.5996], [0.1786, -4.5533, 0.6689], [-1.0340, -3.7506, 2.9970], [-2.2245, -2.6742, 2.2228], [-1.2923, -2.1142, 3.6294], [1.9246, -3.7045, 2.7502], [2.1711, -2.0340, 3.3047], [2.9026, -2.5825, 1.7769]]
}

***

Taking the records one at a time from the top gives energy relative to the best compared isomer or geometry (same formula, charge and spin) values of 6.452, 0.000 eV.